(1)
Below is a molecular structure, C40H34Br2FeO3P2, with properties calculated with ωB97M-V/def2-TZVPD.

Kohn-Sham gap (spin up / spin down) = 5.26 / 6.65 eV
largest force on an atom = 0.507 eV/A
expectation value of S² = 6.29
charge = +2
calculated total energy = -8864.2075 Eh
LUMO level (spin up / spin down) = -8.67 / -7.27 eV
multiplicity = 5

Element x y z (Å)
Br (-0.700, 3.697, -0.364)
Br (-1.763, 1.004, -1.760)
Fe (0.397, -0.584, 0.435)
P (0.165, -2.930, -0.006)
P (2.496, 0.663, 0.188)
O (-0.891, 0.558, 1.305)
O (-1.302, -0.671, 1.271)
O (2.993, -2.228, 0.518)
C (2.047, 2.736, 3.659)
C (3.985, -4.376, 0.073)
C (-2.967, -4.813, 2.716)
C (2.634, 4.164, -1.871)
C (-2.228, 2.675, -0.888)
C (3.347, 2.809, 4.140)
C (6.345, -1.607, -0.762)
C (0.029, -2.900, -4.057)
C (-1.105, -3.611, 1.056)
C (6.235, -0.259, -1.079)
C (1.781, 2.066, 2.478)
C (5.284, -2.317, -0.207)
C (2.317, 1.919, -1.082)
C (2.818, 1.468, 1.765)
C (1.792, 2.469, -3.363)
C (-0.414, -2.781, -1.695)
C (3.740, -5.722, -0.170)
C (2.450, -6.231, -0.277)
C (5.760, -3.808, 1.720)
C (-0.974, -3.504, 2.441)
C (-1.221, -2.354, -4.310)
C (-2.174, -4.323, 0.503)
C (1.863, 1.538, -2.343)
C (2.869, -3.559, 0.210)
C (1.360, -5.388, -0.179)
C (-3.100, -4.926, 1.341)
C (3.977, -0.252, -0.253)
C (6.405, -4.539, -0.588)
C (2.705, 3.236, -0.846)
C (1.571, -4.024, 0.044)
C (4.124, 1.540, 2.253)
C (5.058, 0.422, -0.825)
C (0.439, -3.115, -2.751)
C (2.178, 3.783, -3.125)
C (-2.069, -2.013, -3.261)
C (-1.668, -2.216, -1.954)
C (5.371, -3.772, 0.233)
C (-1.903, -4.106, 3.267)
C (4.383, 2.213, 3.436)
C (4.113, -1.604, 0.016)
H (3.553, 3.332, 5.062)
H (-3.043, -1.595, -3.465)
H (-1.801, -4.030, 4.338)
H (1.440, 2.175, -4.341)
H (6.173, -4.524, -1.651)
H (-0.138, -2.972, 2.886)
H (4.572, -6.402, -0.275)
H (4.942, 1.071, 1.724)
H (-2.806, 3.240, -1.613)
H (7.398, -4.121, -0.443)
H (1.407, -3.558, -2.556)
H (0.761, 2.052, 2.111)
H (7.279, -2.111, -0.957)
H (0.358, -5.780, -0.287)
H (2.125, 4.511, -3.921)
H (1.239, 3.202, 4.201)
H (-3.920, -5.485, 0.916)
H (5.826, -4.837, 2.068)
H (7.074, 0.259, -1.519)
H (2.934, 5.186, -1.692)
H (6.470, -5.573, -0.261)
H (-2.278, -4.420, -0.568)
H (0.679, -3.171, -4.875)
H (1.572, 0.509, -2.544)
H (4.976, 1.473, -1.073)
H (3.053, 3.539, 0.132)
H (-3.692, -5.281, 3.364)
H (2.303, -7.286, -0.452)
H (6.727, -3.331, 1.866)
H (-2.338, -1.953, -1.145)
H (-1.541, -2.198, -5.330)
H (5.026, -3.287, 2.336)
H (5.396, 2.267, 3.808)
H (-2.810, 2.430, -0.006)

Results of the Löwdin charge analysis, in e, for atoms 1 through 5:
1 Br 0.702
2 Br 0.718
3 Fe 0.687
4 P 1.113
5 P 1.085


(2)
Below is a molecular structure, C40H35As2F3NO2PdS at a distorted geometry, with properties calculated with ωB97M-V/def2-TZVPD.

Kohn-Sham gap = 5.11 eV
largest force on an atom = 1.244 eV/A
charge = +3
calculated total energy = -7046.6690 Eh
LUMO level = -11.38 eV

Element x y z (Å)
Pd (-0.468, 0.682, -0.091)
As (0.072, 1.035, 2.304)
As (2.020, 0.856, -0.396)
S (-1.026, -1.795, -1.713)
F (-2.073, 4.402, -2.418)
F (-3.829, 3.465, -1.550)
F (-2.565, 4.737, -0.331)
O (-0.758, 2.780, -0.123)
O (-1.958, 1.491, -1.415)
N (-1.126, -1.155, -0.210)
C (-2.625, -2.414, -2.060)
C (5.563, -1.563, -2.047)
C (-3.141, -3.470, -1.308)
C (-0.488, -1.154, 5.713)
C (1.492, 2.323, 2.003)
C (1.102, 4.103, -3.576)
C (-3.338, -1.798, -3.084)
C (0.640, 2.806, -3.760)
C (0.910, 1.838, -2.806)
C (2.613, 1.637, 1.253)
C (4.003, -1.145, -0.274)
C (1.439, -5.577, -1.389)
C (-4.415, -3.916, -1.606)
C (0.793, -1.235, 6.248)
C (0.398, 0.098, 3.878)
C (-2.757, 1.550, 1.957)
C (0.729, -3.482, -0.437)
C (5.115, -1.808, -0.749)
C (-1.549, 3.061, 3.421)
C (-3.886, 3.423, 2.949)
C (-0.066, -4.167, -2.631)
C (-5.142, -3.318, -2.634)
C (-0.038, -3.268, -1.570)
C (1.832, 4.447, -2.442)
C (1.700, -0.017, 4.387)
C (-1.722, 2.631, -0.936)
C (-2.586, 3.851, -1.315)
C (-1.583, 1.948, 2.590)
C (1.885, -0.674, 5.587)
C (-2.712, 3.801, 3.588)
C (1.469, -4.657, -0.352)
C (0.680, -5.329, -2.529)
C (3.378, -0.202, -1.108)
C (-0.698, -0.496, 4.515)
C (2.093, 3.498, -1.469)
C (3.786, 0.019, -2.431)
C (-3.912, 2.299, 2.134)
C (-4.611, -2.269, -3.370)
C (1.640, 2.193, -1.668)
C (4.907, -0.657, -2.877)
H (-1.324, -1.600, 6.235)
H (3.282, 0.722, -3.075)
H (0.944, -1.735, 7.195)
H (2.550, 0.426, 3.885)
H (-4.830, 2.006, 1.641)
H (2.196, 5.458, -2.317)
H (0.575, 0.820, -2.966)
H (-2.792, 0.660, 1.339)
H (-1.696, -0.411, 4.106)
H (5.632, -2.521, -0.120)
H (2.055, -4.860, 0.534)
H (1.034, 3.146, 1.458)
H (-0.659, -3.975, -3.517)
H (0.663, -6.047, -3.338)
H (2.656, 3.778, -0.588)
H (3.449, 2.286, 0.986)
H (2.008, -6.494, -1.312)
H (-2.912, -0.974, -3.642)
H (-2.556, -3.944, -0.528)
H (0.894, 4.858, -4.323)
H (-6.135, -3.682, -2.864)
H (0.730, -2.763, 0.371)
H (-4.838, -4.742, -1.050)
H (-2.700, 4.674, 4.227)
H (-1.943, -1.402, 0.335)
H (-0.646, 3.357, 3.940)
H (1.835, 2.688, 2.971)
H (3.022, 0.811, 1.838)
H (-4.791, 3.996, 3.106)
H (2.876, -0.753, 6.014)
H (6.430, -2.093, -2.419)
H (3.640, -1.347, 0.726)
H (5.272, -0.478, -3.879)
H (-5.182, -1.822, -4.173)
H (0.077, 2.550, -4.648)

Results of the Löwdin charge analysis, in e, for atoms 1 through 5:
1 Pd 0.789
2 As 1.361
3 As 1.375
4 S 1.085
5 F 0.189